(1)
A gas-phase ion, C4H7N2S (charge +1) at a distorted geometry. Source: the OMol25 dataset; level of theory: ωB97M-V/def2-TZVPD.

Atoms and positions in Å:
1 C -0.4271 0.4450 -0.3390
2 C 1.5851 1.3365 -1.2224
3 C -2.2647 -0.5712 0.7229
4 C 1.7568 -0.5212 0.2369
5 N -0.8869 -0.3799 0.4778
6 N 0.9918 0.4950 -0.4808
7 S 2.2772 2.3454 -2.1276
8 H -0.9715 1.1485 -0.9761
9 H -2.4651 -1.6410 0.6216
10 H -2.4584 -0.3195 1.7700
11 H -2.9243 0.0072 0.0657
12 H 2.8080 -0.2502 0.2830
13 H 1.6434 -1.4803 -0.2710
14 H 1.3359 -0.6143 1.2390

Properties
- HOMO level (alpha / beta): -11.85 / -15.04 eV
- LUMO (alpha / beta): -4.39 / -8.91 eV
- Max |F|: 2.7 eV/A
- E_tot: -663.8842 hartree
- Gap between HOMO and LUMO (alpha / beta): 7.5 / 6.1 eV
- Charge: +1
- Relative energy (zero: lowest compared OMol25 entry of this formula, charge and spin): 45.6 kcal/mol
- Spin multiplicity: 3
- <S²>: 2.036

(2)
A molecular structure, C6CrF18N3O12S6 at a distorted geometry. Source: the OMol25 dataset; level of theory: ωB97M-V/def2-TZVPD.

Atoms and positions in Å:
1 Cr -0.0040 -0.0876 0.1117
2 C -2.4316 -3.0312 1.4226
3 F -2.7351 -4.2061 1.9421
4 F -2.8552 -2.9735 0.1586
5 F -3.0051 -2.0540 2.0806
6 S -0.5481 -2.8999 1.3895
7 O -0.0397 -3.8322 2.3090
8 O -0.1370 -3.0110 0.0318
9 N -0.3534 -1.2336 1.7337
10 S 0.0076 -1.1821 3.3202
11 O -0.9835 -1.7892 4.1544
12 O 1.3803 -1.4558 3.5628
13 C -0.1449 0.6542 3.6069
14 F 0.5591 0.9724 4.6891
15 F 0.3358 1.3483 2.5660
16 F -1.4076 1.0023 3.8400
17 C -3.1625 2.4313 -0.4146
18 F -2.6413 2.4521 0.8099
19 F -4.4523 2.7023 -0.3881
20 F -2.5510 3.3233 -1.1706
21 S -2.9435 0.7189 -1.1295
22 O -3.3185 -0.1979 -0.0980
23 O -3.7034 0.6495 -2.3311
24 N -1.3034 0.5704 -1.3732
25 S -0.7664 1.0913 -2.8280
26 O -1.4608 2.1397 -3.4874
27 O 0.6554 1.2976 -2.7047
28 C -0.8544 -0.3856 -3.9275
29 F -0.1040 -1.3532 -3.4425
30 F -2.1010 -0.8288 -4.0586
31 F -0.3925 -0.0047 -5.1118
32 C 3.3452 -1.3774 -1.7349
33 F 4.3200 -2.2855 -1.8169
34 F 3.6692 -0.2828 -2.4086
35 F 2.2414 -1.8745 -2.2562
36 S 3.1004 -0.9704 0.0564
37 O 2.4032 -2.0772 0.6249
38 O 4.3793 -0.6811 0.5867
39 N 1.9923 0.3315 -0.0236
40 S 2.8876 1.6317 0.4003
41 O 3.1169 1.6640 1.8056
42 O 3.9961 1.8556 -0.4536
43 C 1.7159 3.0499 0.0372
44 F 0.4551 2.6069 -0.1013
45 F 1.7604 3.8847 1.0660
46 F 2.0790 3.6977 -1.0452

Properties
- HOMO level (alpha / beta): -7.71 / -8.42 eV
- LUMO (alpha / beta): 1.20 / 2.37 eV
- Max |F|: 2.6 eV/A
- E_tot: -6527.0472 hartree
- Gap between HOMO and LUMO (alpha / beta): 8.9 / 10.8 eV
- Charge: -1
- Relative energy (zero: lowest compared OMol25 entry of this formula, charge and spin): 0.0 kcal/mol
- Spin multiplicity: 5
- <S²>: 6.011

(3)
A molecular structure, C10H8N3O6Tc at a distorted geometry. Source: the OMol25 dataset; level of theory: ωB97M-V/def2-TZVPD.

Atoms and positions in Å:
1 O 0.2862 2.3110 -5.2727
2 C 0.1730 1.9268 -4.2315
3 Tc -0.2357 1.5686 -1.5350
4 O -1.0804 2.9289 1.0254
5 C -0.7546 2.4376 0.0097
6 C 0.2578 -1.8615 -2.5174
7 O 0.5234 -2.8913 -2.9058
8 C 1.7066 1.3572 -1.6424
9 O 2.8581 1.3572 -1.6585
10 C -1.9759 1.1402 -2.1280
11 O -3.0826 1.0262 -2.4480
12 H -0.2751 3.0335 -1.6456
13 C 1.9999 -0.1789 3.0803
14 N 0.9416 -0.5986 2.1620
15 C 0.0470 -1.5479 2.5133
16 C -0.9319 -1.9006 1.6435
17 C -1.0185 -1.2244 0.4057
18 N -0.1469 -0.2647 0.0324
19 C 0.8119 0.0845 0.9797
20 O 1.5261 1.0961 0.7229
21 N -2.0033 -1.5885 -0.4492
22 H 2.5882 0.6010 2.5840
23 H 2.6314 -1.0401 3.3348
24 H 1.5638 0.2044 4.0136
25 H 0.1768 -1.9680 3.4782
26 H -1.6735 -2.6470 1.8979
27 H -2.6725 -2.2889 -0.1803
28 H -2.2411 -1.0728 -1.2689

Properties
- HOMO level (alpha / beta): -21.35 / -21.69 eV
- LUMO (alpha / beta): -12.98 / -15.50 eV
- Max |F|: 9.5 eV/A
- E_tot: -1081.0916 hartree
- Gap between HOMO and LUMO (alpha / beta): 8.4 / 6.2 eV
- Charge: +3
- Relative energy (zero: lowest compared OMol25 entry of this formula, charge and spin): 18.7 kcal/mol
- Spin multiplicity: 4
- <S²>: 3.798

(4)
A molecular structure, C18H28FeNO3PS2Si. Source: the OMol25 dataset; level of theory: ωB97M-V/def2-TZVPD.

Atoms and positions in Å:
1 Fe 0.3622 -0.3350 -1.7204
2 C -1.6049 3.7801 2.0194
3 Si -2.7459 2.3698 1.6215
4 C -2.4341 0.8891 2.6918
5 C -4.4996 2.9502 1.8811
6 C -2.6064 1.8689 -0.1917
7 C -3.7120 1.9266 -1.0300
8 C -3.6627 1.4741 -2.3463
9 C -2.4738 0.9509 -2.7961
10 N -1.3805 0.9044 -2.0294
11 C -1.4263 1.3466 -0.7547
12 S 0.0893 1.1511 0.1220
13 H -1.7729 4.1247 3.0434
14 H -1.8013 4.6174 1.3444
15 H -0.5565 3.4962 1.9162
16 H -2.5563 1.1448 3.7480
17 H -1.4281 0.4958 2.5403
18 H -3.1481 0.0988 2.4464
19 H -4.6166 3.2808 2.9171
20 H -5.2297 2.1563 1.7042
21 H -4.7482 3.7971 1.2355
22 H -4.6469 2.3214 -0.6494
23 H -4.5268 1.5120 -2.9938
24 H -2.3734 0.5601 -3.8013
25 C 2.4504 -3.3709 4.3391
26 C 1.8661 -3.2613 2.9557
27 C 2.2913 -2.2768 2.0694
28 C 1.7479 -2.1787 0.7977
29 C 0.7633 -3.0691 0.3978
30 C 0.3308 -4.0641 1.2663
31 C 0.8837 -4.1536 2.5320
32 S -0.0423 -2.9329 -1.1668
33 O 0.9796 -2.3356 -2.0896
34 O -0.5166 -4.2366 -1.5049
35 O -1.0573 -1.8704 -1.0221
36 H 3.2032 -2.6027 4.5116
37 H 2.9199 -4.3441 4.4920
38 H 1.6760 -3.2608 5.1002
39 H 3.0589 -1.5769 2.3780
40 H 2.1115 -1.4096 0.1259
41 H -0.4268 -4.7625 0.9386
42 H 0.5472 -4.9338 3.2054
43 C 3.6052 -0.8185 -2.9776
44 P 2.3677 0.5127 -2.8793
45 C 2.5091 1.3107 -4.5050
46 C 3.1531 1.7228 -1.7737
47 H 4.5648 -0.4303 -3.3256
48 H 3.2533 -1.5971 -3.6535
49 H 3.7312 -1.2769 -1.9971
50 H 3.5467 1.6098 -4.6654
51 H 1.8669 2.1897 -4.5531
52 H 2.2070 0.6214 -5.2930
53 H 4.1592 1.9623 -2.1253
54 H 3.2005 1.3234 -0.7613
55 H 2.5479 2.6283 -1.7347

Properties
- HOMO level (alpha / beta): -7.89 / -7.86 eV
- LUMO (alpha / beta): 0.55 / 0.47 eV
- Max |F|: 0.4 eV/A
- E_tot: -3674.2164 hartree
- Gap between HOMO and LUMO (alpha / beta): 8.4 / 8.3 eV
- Charge: 0
- Spin multiplicity: 5
- <S²>: 6.013

(5)
A molecular structure, C6H42InO16 at a distorted geometry. Source: the OMol25 dataset; level of theory: ωB97M-V/def2-TZVPD.

Atoms and positions in Å:
1 In -0.1639 2.5917 -0.7324
2 C -4.3659 0.5787 0.6196
3 C -4.8759 2.0077 0.7606
4 C -4.6879 2.6457 2.1256
5 O -4.2099 2.7667 -0.3124
6 H -4.9969 -0.0633 1.2476
7 H -3.3289 0.4177 0.8896
8 H -4.3759 0.0777 -0.3454
9 H -5.9319 1.9247 0.4346
10 H -5.1969 2.1377 2.9036
11 H -4.9129 3.6817 2.1406
12 H -3.6239 2.5077 2.4556
13 C -0.8059 -0.4333 1.7496
14 C 0.3531 0.0067 1.0096
15 C 1.2301 -1.1213 0.5226
16 O -0.1239 0.6867 -0.1674
17 H -0.5399 -1.1333 2.4936
18 H -1.4969 -0.9563 1.0476
19 H -1.4289 0.2947 2.2846
20 H 1.0151 0.6707 1.5636
21 H 0.7491 -1.9523 0.0476
22 H 1.7871 -1.5663 1.3126
23 H 2.0201 -0.7163 -0.0884
24 O -2.5449 1.0257 -1.5854
25 H -2.3499 0.1297 -1.2604
26 H -3.2709 1.4117 -1.1884
27 O 3.7671 -2.6843 -2.4374
28 H 2.9621 -2.4753 -2.9514
29 H 3.5631 -2.7513 -1.5384
30 O 0.6141 3.5737 1.1556
31 H -0.0149 4.0737 1.6796
32 H 1.3621 3.2787 1.7456
33 O 3.6821 1.1017 0.7146
34 H 4.3811 1.5147 0.1206
35 H 3.9561 0.1687 0.6866
36 O 3.2261 -3.6133 0.5196
37 H 2.3191 -3.8373 0.2296
38 H 3.2561 -2.6663 0.5696
39 O -1.4269 -1.4923 -1.5684
40 H -2.0989 -2.0303 -1.1464
41 H -0.8149 -1.3213 -0.8974
42 O 1.4851 -2.3103 -3.5184
43 H 1.2671 -3.0033 -4.1314
44 H 1.1041 -2.7773 -2.7674
45 O -0.9169 -4.1493 0.3346
46 H -0.9659 -3.3133 0.8226
47 H -1.8069 -4.2483 0.0866
48 O -1.8809 2.6907 0.7216
49 H -2.8079 2.6527 0.4266
50 H -1.9799 3.2667 1.4806
51 O 4.7971 -1.4153 -0.1004
52 H 5.4171 -2.0643 -0.4874
53 H 4.8651 -0.7573 -0.7944
54 O 0.0201 1.8037 -2.6734
55 H -0.5329 1.8997 -3.4414
56 H 0.9791 1.8947 -2.9294
57 O 1.0091 -4.4263 -1.3034
58 H 0.1791 -4.4023 -0.7834
59 H 1.1281 -5.3603 -1.5364
60 O 2.7751 2.8597 2.6416
61 H 3.3111 3.5547 2.1926
62 H 2.8701 2.0377 2.0806
63 O 1.9821 2.3587 -0.9684
64 H 2.5771 1.6177 -0.9364
65 H 2.4681 3.1287 -1.2244

Properties
- HOMO level: -9.87 eV
- LUMO: -5.77 eV
- Max |F|: 4.7 eV/A
- E_tot: -1647.3913 hartree
- Gap between HOMO and LUMO: 4.1 eV
- Charge: +1
- Spin multiplicity: 1